# 1
DFT (ωB97M-V with the def2-TZVPD basis set) results for a structure of composition C26H51BaClNO2P2SbSi3 in a non-equilibrium geometry.

Geometry as ORCA input:
```
! wB97M-V def2-TZVPD RIJCOSX def2/J DEFGRID3
* xyz 0 1
Ba -0.373 1.923 -0.492
O -2.664 2.441 0.637
C -3.041 2.222 -0.539
O -2.466 2.665 -1.566
C -4.081 1.149 -0.749
C -5.468 1.331 -0.551
C -6.291 0.265 -0.743
C -5.743 -0.988 -1.115
C -6.531 -2.144 -1.327
C -5.945 -3.325 -1.679
C -4.542 -3.404 -1.837
C -3.758 -2.305 -1.638
C -4.343 -1.071 -1.270
N -3.534 0.010 -1.085
H -5.846 2.300 -0.254
H -7.363 0.354 -0.611
H -7.606 -2.075 -1.206
H -6.551 -4.207 -1.839
H -4.088 -4.346 -2.118
H -2.681 -2.341 -1.751
C 1.440 1.805 3.711
P 0.388 2.856 2.637
C -0.845 3.448 3.859
C 1.480 4.331 2.480
C 0.771 5.557 1.893
P -0.035 5.260 0.239
C -1.769 5.765 0.590
C 0.558 6.736 -0.675
H 1.724 2.324 4.628
H 2.340 1.521 3.169
H 0.903 0.891 3.971
H -0.368 3.907 4.727
H -1.451 2.603 4.187
H -1.519 4.165 3.391
H 2.300 4.026 1.824
H 1.906 4.572 3.459
H 1.494 6.367 1.771
H 0.010 5.923 2.588
H -1.824 6.728 1.101
H -2.253 4.992 1.187
H -2.313 5.825 -0.354
H 0.364 7.656 -0.120
H 0.055 6.790 -1.641
H 1.629 6.644 -0.859
Cl 2.113 1.667 -2.683
C 2.386 2.393 -0.979
H 2.738 3.402 -1.222
H 3.274 1.838 -0.656
C 3.982 -0.203 1.295
Si 3.723 -1.437 -0.088
C 4.614 -0.869 -1.628
C 4.426 -3.087 0.451
Sb 1.222 -1.527 -0.606
Si 0.426 -3.162 1.191
C 0.806 -2.338 2.836
C 1.163 -4.885 1.171
C -1.433 -3.337 1.041
Si 1.314 -2.948 -2.720
C -0.382 -3.687 -3.013
C 2.571 -4.331 -2.629
C 1.756 -1.804 -4.126
H 5.036 0.083 1.353
H 3.693 -0.629 2.259
H 3.397 0.699 1.117
H 5.659 -0.654 -1.388
H 4.161 0.033 -2.048
H 4.598 -1.644 -2.398
H 5.517 -3.017 0.496
H 4.166 -3.892 -0.237
H 4.067 -3.360 1.446
H 1.868 -2.102 2.942
H 0.521 -2.990 3.666
H 0.243 -1.406 2.930
H 2.188 -4.887 1.546
H 1.172 -5.314 0.164
H 0.566 -5.542 1.808
H -1.924 -2.362 0.995
H -1.824 -3.876 1.909
H -1.716 -3.895 0.146
H -0.668 -4.378 -2.217
H -0.383 -4.239 -3.956
H -1.141 -2.904 -3.079
H 2.406 -4.985 -1.767
H 3.584 -3.931 -2.560
H 2.512 -4.942 -3.534
H 0.985 -1.044 -4.263
H 1.852 -2.371 -5.057
H 2.696 -1.281 -3.940
*
```

HOMO: -6.94 eV
orbital gap: 7.253 eV

=====

# 2
DFT (ωB97M-V with the def2-TZVPD basis set) results for a structure of composition C26H51BrN9O3P2SSiTi.

Geometry as ORCA input:
```
! wB97M-V def2-TZVPD RIJCOSX def2/J DEFGRID3
* xyz 1 3
Ti 0.022 0.516 -0.494
C -2.898 1.848 2.431
C -1.932 1.041 1.634
N -0.834 1.578 1.063
N -0.655 2.942 1.252
C 0.378 3.465 1.939
N 0.469 4.823 1.856
S 1.512 2.578 2.776
C -2.067 -0.355 1.414
C -3.029 -1.186 2.043
C -2.936 -2.541 1.919
C -1.898 -3.104 1.150
C -1.045 -2.253 0.500
N -1.113 -0.916 0.610
H -2.368 2.512 3.116
H -3.529 2.470 1.790
H -3.560 1.221 3.021
H -1.319 3.549 0.796
H -0.321 5.375 1.561
H 1.108 5.251 2.502
H -3.818 -0.753 2.637
H -3.651 -3.179 2.421
H -1.777 -4.171 1.049
H -0.262 -2.618 -0.154
C -1.026 -4.698 -3.432
N -1.751 -3.595 -2.831
C -2.939 -4.007 -2.090
P -1.692 -2.026 -3.295
O -1.986 -1.049 -2.238
O -0.143 -1.879 -3.844
P 1.198 -1.617 -3.027
O 0.943 -0.991 -1.700
N 2.054 -0.720 -4.100
C 1.442 0.366 -4.857
C 3.456 -0.469 -3.781
N 1.960 -3.040 -2.817
C 2.424 -3.786 -3.979
C 2.593 -3.424 -1.566
N -2.602 -1.813 -4.636
C -2.665 -2.809 -5.695
C -2.914 -0.460 -5.064
H -1.706 -5.357 -3.983
H -0.536 -5.290 -2.655
H -0.267 -4.336 -4.120
H -3.665 -4.487 -2.755
H -3.397 -3.146 -1.610
H -2.653 -4.716 -1.312
H 0.393 0.153 -5.048
H 1.957 0.468 -5.813
H 1.515 1.314 -4.312
H 3.866 -1.282 -3.184
H 3.568 0.466 -3.220
H 4.032 -0.402 -4.705
H 1.920 -3.448 -4.883
H 2.216 -4.849 -3.843
H 3.502 -3.659 -4.118
H 2.235 -2.795 -0.755
H 3.681 -3.328 -1.639
H 2.356 -4.465 -1.340
H -2.620 -3.815 -5.281
H -1.857 -2.684 -6.424
H -3.617 -2.707 -6.218
H -2.839 0.213 -4.214
H -3.936 -0.422 -5.446
H -2.234 -0.125 -5.857
C 4.334 3.909 -1.854
C 3.871 2.728 -1.056
C 4.711 2.018 -0.200
C 4.229 0.961 0.549
C 2.889 0.640 0.416
Br 2.149 -0.744 1.444
N 2.066 1.286 -0.398
C 2.551 2.311 -1.121
H 5.405 3.864 -2.043
H 4.130 4.835 -1.314
H 3.819 3.961 -2.813
H 5.752 2.301 -0.113
H 4.851 0.405 1.233
H 1.842 2.811 -1.767
C -2.836 3.234 -3.801
Si -2.521 2.591 -2.058
C -3.898 1.405 -1.561
C -2.659 4.144 -0.974
C -0.805 1.858 -1.954
H -3.821 3.700 -3.864
H -2.786 2.464 -4.568
H -2.094 3.994 -4.058
H -4.548 1.170 -2.405
H -4.529 1.848 -0.789
H -3.505 0.459 -1.191
H -3.366 4.832 -1.442
H -1.710 4.678 -0.892
H -3.059 3.950 0.024
H -0.132 2.727 -2.001
H -0.645 1.305 -2.894
*
```

HOMO (spin up / spin down): -8.19 / -10.06 eV
orbital gap (spin up / spin down): 6.112 / 7.657 eV

=====

Number 1: DFT total energy -95344.1734 eV. Number 2: DFT total energy -177794.2335 eV.